Here is a 8-piece molecular cluster, C45H84BF4N13O overall at a distorted geometry from OMol25. Energies are from ωB97M-V with the def2-TZVPD basis set.

Element x y z (Å)
1 C -3.483 -3.324 1.229
2 C -4.028 -1.921 1.652
3 C -5.282 -1.627 0.807
4 C -6.120 -0.430 1.277
5 C -6.582 -0.669 2.768
6 C -5.429 -0.976 3.727
7 N -4.464 -2.003 3.080
8 O -3.569 -2.538 3.922
9 C -6.025 -1.509 5.064
10 C -4.629 0.386 3.917
11 C -2.824 -0.893 1.415
12 H -4.233 -4.110 1.318
13 H -2.679 -3.681 1.872
14 H -3.159 -3.272 0.190
15 H -5.950 -2.487 0.878
16 H -4.875 -1.611 -0.204
17 H -7.015 -0.267 0.680
18 H -5.458 0.433 1.179
19 H -7.190 -1.564 2.626
20 H -7.184 0.150 3.156
21 H -6.978 -0.981 5.099
22 H -5.455 -1.338 5.976
23 H -6.259 -2.573 5.029
24 H -3.788 0.104 4.553
25 H -5.353 1.018 4.430
26 H -4.106 0.999 3.184
27 H -2.320 -0.949 0.452
28 H -2.096 -1.136 2.190
29 H -3.101 0.136 1.639
30 C 1.525 -4.467 0.182
31 C 2.912 -4.971 0.705
32 N 2.780 -6.451 0.944
33 C 2.330 -6.999 2.108
34 C 2.146 -8.329 1.867
35 N 2.783 -8.659 0.652
36 C 3.154 -7.467 0.127
37 C 2.832 -9.968 0.011
38 H 1.440 -3.388 0.309
39 H 0.737 -4.917 0.784
40 H 1.419 -4.759 -0.862
41 H 3.246 -4.446 1.599
42 H 3.746 -4.731 0.045
43 H 2.015 -6.364 2.921
44 H 1.724 -9.089 2.507
45 H 3.528 -7.410 -0.884
46 H 3.127 -10.748 0.710
47 H 3.557 -9.837 -0.791
48 H 1.846 -10.177 -0.403
49 C -1.184 5.465 -1.598
50 C -0.180 4.368 -1.863
51 N 0.966 4.597 -1.009
52 C 1.881 5.671 -1.101
53 C 2.806 5.434 -0.161
54 N 2.421 4.398 0.635
55 C 1.272 3.882 0.146
56 C 3.310 3.886 1.752
57 H -0.774 6.454 -1.799
58 H -1.457 5.424 -0.542
59 H -2.063 5.327 -2.226
60 H 0.156 4.477 -2.895
61 H -0.490 3.330 -1.754
62 H 1.883 6.252 -2.011
63 H 3.768 5.905 -0.030
64 H 0.792 3.028 0.599
65 H 4.207 3.581 1.216
66 H 2.834 3.022 2.212
67 H 3.511 4.677 2.472
68 C 0.739 7.547 2.726
69 C -0.476 7.417 3.645
70 N -0.561 6.101 4.186
71 C 0.009 5.650 5.351
72 C -0.354 4.341 5.510
73 N -1.039 3.963 4.412
74 C -1.238 5.043 3.621
75 C -1.245 2.584 3.954
76 H 1.011 8.522 2.320
77 H 0.599 7.065 1.757
78 H 1.591 7.266 3.347
79 H -1.312 7.521 2.952
80 H -0.529 8.245 4.351
81 H 0.532 6.392 5.935
82 H 0.027 3.724 6.309
83 H -1.757 4.996 2.678
84 H -2.016 2.457 3.195
85 H -1.459 1.872 4.748
86 H -0.301 2.338 3.466
87 C -6.535 2.990 -5.850
88 C -5.103 2.336 -5.967
89 N -4.432 2.369 -4.645
90 C -4.389 3.442 -3.803
91 C -3.861 3.070 -2.556
92 N -3.515 1.745 -2.676
93 C -3.917 1.314 -3.918
94 C -2.906 0.860 -1.655
95 H -6.585 4.071 -5.970
96 H -7.206 2.611 -5.080
97 H -6.967 2.592 -6.770
98 H -4.477 2.848 -6.698
99 H -5.228 1.329 -6.361
100 H -4.726 4.425 -4.093
101 H -3.705 3.609 -1.635
102 H -3.941 0.264 -4.166
103 H -2.705 1.450 -0.764
104 H -2.027 0.422 -2.124
105 H -3.624 0.065 -1.455
106 C 1.159 1.953 -5.298
107 C 0.903 0.447 -5.766
108 N 1.873 -0.444 -5.125
109 C 3.122 -0.839 -5.559
110 C 3.664 -1.694 -4.639
111 N 2.791 -1.888 -3.646
112 C 1.694 -1.178 -4.016
113 C 2.962 -2.648 -2.438
114 H 1.917 2.258 -6.019
115 H 1.528 1.920 -4.273
116 H 0.319 2.644 -5.259
117 H 1.013 0.354 -6.845
118 H -0.032 -0.028 -5.468
119 H 3.439 -0.417 -6.501
120 H 4.600 -2.230 -4.662
121 H 0.746 -1.262 -3.505
122 H 2.406 -3.573 -2.587
123 H 2.659 -2.130 -1.529
124 H 4.021 -2.890 -2.345
125 C 8.787 -3.860 -0.556
126 C 7.244 -4.006 -0.775
127 N 6.478 -3.306 0.259
128 C 6.164 -3.889 1.479
129 C 5.361 -2.999 2.230
130 N 5.033 -1.977 1.315
131 C 5.773 -2.179 0.165
132 C 3.974 -1.007 1.458
133 H 9.054 -2.804 -0.600
134 H 9.370 -4.311 -1.357
135 H 9.062 -4.306 0.399
136 H 6.919 -5.045 -0.729
137 H 6.898 -3.668 -1.752
138 H 6.517 -4.891 1.668
139 H 4.801 -3.123 3.144
140 H 5.754 -1.559 -0.718
141 H 3.199 -1.269 0.737
142 H 4.309 0.010 1.261
143 H 3.594 -1.065 2.476
144 B 0.775 0.551 -0.101
145 F 0.635 -0.817 -0.440
146 F 2.086 1.009 -0.039
147 F 0.068 1.260 -1.077
148 F 0.118 0.674 1.080

Its net charge is +6. The spin multiplicity is 1. The calculation puts the LUMO energy at -14.666 eV.


Here is C4H14N3 as an isolated structure at a distorted geometry from OMol25. Energies are from ωB97M-V with the def2-TZVPD basis set.

Element x y z (Å)
1 C 0.251 -1.419 -0.654
2 C -0.279 -1.346 -1.952
3 N -0.879 -2.314 -2.572
4 N 1.399 -0.650 -0.324
5 H -0.171 -1.947 0.187
6 H -0.150 -0.414 -2.503
7 H -1.038 -2.167 -3.570
8 H -0.555 -3.268 -2.394
9 H 2.182 -1.254 -0.055
10 H 1.120 0.146 0.713
11 H 1.664 -0.070 -1.124
12 C -1.040 2.573 2.149
13 C -0.290 1.794 1.085
14 N 0.719 0.871 1.677
15 H -0.324 3.134 2.752
16 H -1.689 3.313 1.692
17 H -1.603 1.925 2.811
18 H -0.976 1.214 0.455
19 H 0.218 2.502 0.435
20 H 0.302 0.282 2.392
21 H 1.500 1.382 2.081

Its net charge is +2. The expectation value of S² is 0.76. The spin multiplicity is 2. The calculation puts the LUMO energy (alpha / beta) at -8.503 / -11.093 eV.


Here is C9H17ClGdI2N2OPSe as an isolated structure at a distorted geometry from OMol25. Energies are from ωB97M-V with the def2-TZVPD basis set.

Element x y z (Å)
1 I 1.943 -0.771 1.182
2 I -1.394 -1.792 -0.979
3 Gd -0.398 1.152 0.236
4 P 1.054 0.187 -1.998
5 C 1.724 -1.457 -2.406
6 C 0.165 0.581 -3.552
7 H 2.389 2.230 -1.859
8 H 2.870 1.188 -3.230
9 H 3.384 0.785 -1.564
10 C 2.578 1.198 -2.175
11 H -0.376 1.526 -3.434
12 H 0.911 0.669 -4.350
13 H 2.235 -1.374 -3.366
14 H 0.913 -2.180 -2.480
15 H -0.554 -0.211 -3.776
16 H 2.426 -1.779 -1.640
17 C 0.435 -2.659 0.420
18 O 0.660 -3.765 0.694
19 Cl -0.479 3.419 -0.712
20 C 0.370 0.243 4.820
21 N -0.541 -0.774 4.337
22 C -0.586 -2.084 4.802
23 C -1.639 -2.692 4.207
24 N -2.244 -1.744 3.378
25 C -3.505 -1.933 2.678
26 C -1.597 -0.540 3.491
27 Se -1.981 1.027 2.540
28 H 0.108 1.214 4.350
29 H 1.416 -0.006 4.555
30 H 0.313 0.322 5.928
31 H 0.114 -2.479 5.513
32 H -2.005 -3.692 4.317
33 H -3.463 -2.821 2.022
34 H -4.340 -2.087 3.394
35 H -3.694 -1.047 2.045

Its net charge is +2. The expectation value of S² is 16.11. The spin multiplicity is 8. The calculation puts the LUMO energy (alpha / beta) at -7.329 / -11.056 eV.


Taking the records one at a time from the top gives energy above the lowest of the compared OMol25 structures with the same formula, charge and spin values of 5.74; 14.92; 9.96 kcal per mole.